{"formula": "C64H164N12O20", "method": "the ωB97M-V functional and the def2-TZVPD basis", "species": ["C", "O", "C", "C", "C", "N", "H", "H", "H", "H", "H", "H", "H", "H", "H", "H", "H", "C", "O", "C", "C", "C", "N", "H", "H", "H", "H", "H", "H", "H", "H", "H", "H", "H", "C", "O", "C", "C", "C", "N", "H", "H", "H", "H", "H", "H", "H", "H", "H", "H", "H", "C", "O", "C", "C", "C", "N", "H", "H", "H", "H", "H", "H", "H", "H", "H", "H", "H", "C", "O", "C", "C", "N", "C", "C", "O", "C", "H", "H", "H", "H", "H", "H", "H", "H", "H", "H", "H", "H", "H", "H", "H", "C", "O", "C", "C", "N", "C", "C", "O", "C", "H", "H", "H", "H", "H", "H", "H", "H", "H", "H", "H", "H", "H", "H", "H", "C", "O", "C", "C", "N", "C", "C", "O", "C", "H", "H", "H", "H", "H", "H", "H", "H", "H", "H", "H", "H", "H", "H", "H", "C", "O", "C", "C", "N", "C", "C", "O", "C", "H", "H", "H", "H", "H", "H", "H", "H", "H", "H", "H", "H", "H", "H", "H", "C", "O", "C", "C", "N", "C", "C", "O", "C", "H", "H", "H", "H", "H", "H", "H", "H", "H", "H", "H", "H", "H", "H", "H", "C", "O", "C", "C", "N", "C", "C", "O", "C", "H", "H", "H", "H", "H", "H", "H", "H", "H", "H", "H", "H", "H", "H", "H", "C", "O", "C", "C", "N", "C", "C", "O", "C", "H", "H", "H", "H", "H", "H", "H", "H", "H", "H", "H", "H", "H", "H", "H", "C", "O", "C", "C", "N", "C", "C", "O", "C", "H", "H", "H", "H", "H", "H", "H", "H", "H", "H", "H", "H", "H", "H", "H"], "positions_angstrom": [[0.92745, -5.97070, -5.37910], [0.62304, -5.74155, -4.03401], [0.46927, -7.01783, -3.36678], [0.28877, -6.77254, -1.82543], [1.47392, -6.21406, -1.08455], [-0.28540, -7.99686, -1.27774], [1.52426, -5.14565, -5.76584], [0.03001, -6.20226, -5.98105], [1.59497, -6.84489, -5.52089], [-0.46152, -7.47897, -3.72422], [1.44259, -7.52643, -3.52625], [-0.61002, -6.06744, -1.80437], [1.19041, -6.15463, -0.02357], [1.83504, -5.25018, -1.47610], [2.33813, -6.89114, -1.11382], [0.43106, -8.63624, -1.00475], [-0.75950, -7.81984, -0.44083], [-6.07328, -4.92340, -2.00436], [-5.64503, -4.04737, -3.01649], [-4.37873, -4.36706, -3.59989], [-3.23665, -3.69781, -2.80732], [-3.61864, -2.16815, -2.65813], [-1.96289, -3.83559, -3.48774], [-7.17115, -4.83278, -1.84520], [-5.55890, -4.82883, -1.05747], [-5.97970, -5.95271, -2.32012], [-4.17934, -5.42016, -3.52829], [-4.37918, -3.99471, -4.68547], [-3.20653, -4.18722, -1.78544], [-3.91688, -1.73450, -3.57234], [-2.72503, -1.72470, -2.20133], [-4.40891, -2.10256, -1.93407], [-1.66254, -4.82133, -3.59977], [-1.93185, -3.33376, -4.36441], [-1.26352, 1.60620, -0.61626], [-0.95160, 0.22990, -0.38800], [-0.07759, -0.34407, -1.32502], [0.14108, -1.83140, -0.95612], [1.19832, -2.11468, 0.06337], [0.52110, -2.46796, -2.21237], [-1.90548, 1.72022, -1.48640], [-0.35324, 2.21084, -0.81202], [-1.75258, 1.94595, 0.23879], [-0.48025, -0.32285, -2.36738], [0.91896, 0.14753, -1.24091], [-0.83479, -2.14267, -0.59858], [1.39640, -3.16991, 0.06733], [0.94040, -1.90335, 1.12562], [2.17847, -1.60398, -0.13874], [-0.30648, -2.55327, -2.79129], [0.85737, -3.43519, -2.11060], [5.97734, -6.09596, 1.26114], [4.91361, -5.36100, 1.83533], [4.13574, -6.08207, 2.81071], [2.68994, -5.64578, 2.62800], [2.49753, -4.22650, 3.19076], [1.83649, -6.52309, 3.38457], [6.58164, -5.47637, 0.57575], [5.48423, -6.87952, 0.71853], [6.56174, -6.59706, 1.97096], [4.24617, -7.14305, 2.66227], [4.54224, -5.82590, 3.74077], [2.54693, -5.76123, 1.49467], [3.23847, -3.55310, 2.78699], [2.55681, -4.24881, 4.31703], [1.51164, -3.80026, 2.85919], [1.67162, -7.44121, 3.03910], [0.94625, -6.10392, 3.58256], [-1.97069, -4.45280, 4.12122], [-1.12969, -5.09248, 3.16915], [-1.11333, -4.49182, 1.87480], [-2.26585, -5.04060, 1.04876], [-2.03191, -6.49633, 0.75039], [-3.18180, -7.17125, 0.08273], [-4.30753, -7.53126, 1.02094], [-4.88154, -6.34600, 1.50805], [-6.03177, -6.63568, 2.46777], [-3.00457, -4.56278, 3.80386], [-1.87158, -3.37115, 4.05798], [-1.84482, -4.90155, 5.12337], [-0.09720, -4.71881, 1.52818], [-1.14012, -3.37687, 1.97394], [-2.31247, -4.51218, 0.08905], [-3.23412, -4.87629, 1.54937], [-2.03040, -6.92943, 1.68227], [-2.78585, -8.12026, -0.36221], [-3.64675, -6.61662, -0.71022], [-4.05490, -8.10792, 1.90675], [-5.09380, -8.12113, 0.54862], [-6.49663, -5.63436, 2.61851], [-5.59448, -6.91891, 3.40273], [-6.74199, -7.33140, 2.01813], [-4.22862, -2.32152, 0.96949], [-3.77410, -2.37314, 2.26592], [-2.94194, -1.29693, 2.63237], [-3.51330, 0.01813, 2.22878], [-4.83890, 0.33510, 2.81955], [-5.49025, 1.58210, 2.35838], [-6.07227, 1.42921, 0.95900], [-7.10697, 0.49388, 1.15251], [-7.71339, 0.16789, -0.06480], [-4.65350, -3.28029, 0.72759], [-3.40666, -2.07073, 0.23391], [-5.03938, -1.65954, 0.75610], [-1.98429, -1.38954, 2.06311], [-2.77872, -1.34151, 3.72885], [-3.54704, 0.12882, 1.17786], [-2.76799, 0.70021, 2.65872], [-5.50500, -0.44327, 3.02975], [-4.76803, 2.38150, 2.38945], [-6.30879, 1.78650, 3.03715], [-5.34494, 0.94033, 0.34832], [-6.47276, 2.30868, 0.51934], [-7.58099, 0.98873, -0.83685], [-8.76508, -0.06256, 0.08537], [-7.23087, -0.71644, -0.50864], [2.08079, 6.53446, -7.85052], [2.60099, 5.99767, -6.64169], [3.20362, 4.72271, -6.82488], [3.95620, 4.42838, -5.55497], [3.04119, 4.53696, -4.40685], [3.72784, 4.21955, -3.13405], [3.40310, 2.77996, -2.74350], [2.00568, 2.57387, -2.46062], [1.23295, 1.98383, -3.53957], [1.57939, 5.77388, -8.46313], [2.87461, 7.09264, -8.42180], [1.26772, 7.19184, -7.49933], [3.91003, 4.72361, -7.67741], [2.40339, 3.98385, -7.00744], [4.80492, 5.07700, -5.41528], [4.41467, 3.48748, -5.59862], [2.73674, 5.50898, -4.29785], [3.36960, 4.76404, -2.25582], [4.85810, 4.27284, -3.21775], [3.99456, 2.51492, -1.86448], [3.76654, 2.04245, -3.46775], [0.25115, 1.76077, -3.16692], [1.71471, 1.12403, -3.99103], [1.14906, 2.78106, -4.26417], [7.21098, 1.89353, -5.56440], [5.86846, 1.29314, -5.40570], [5.66132, 0.12857, -6.19539], [4.49283, -0.64344, -5.63218], [4.96227, -1.25589, -4.33034], [3.91109, -1.63934, -3.40488], [4.60634, -2.12846, -2.15373], [5.42434, -1.16179, -1.64525], [6.17444, -1.68402, -0.51437], [7.94571, 1.27178, -4.94180], [7.30419, 2.89272, -5.13391], [7.50548, 1.93735, -6.62040], [6.50879, -0.54687, -6.15159], [5.49565, 0.45469, -7.22889], [4.18099, -1.38072, -6.31491], [3.70615, 0.11847, -5.40093], [5.52308, -0.53363, -3.90476], [3.35414, -2.45479, -3.89259], [3.15366, -0.89473, -3.13878], [5.27625, -2.98152, -2.41095], [3.84986, -2.50377, -1.41950], [6.95423, -2.27851, -0.95504], [5.47161, -2.25783, 0.08876], [6.68230, -0.77055, -0.02861], [0.27782, 0.81602, 3.43842], [1.50269, 0.26346, 3.25340], [2.08319, 0.77424, 2.07200], [3.47700, 0.24479, 1.97025], [4.27132, 0.50866, 3.15378], [5.52432, -0.14497, 3.14941], [6.04085, -0.33901, 4.55671], [7.46720, -0.56008, 4.68871], [7.90249, -1.84628, 4.04300], [-0.15694, 0.32301, 4.31186], [-0.30458, 0.87083, 2.49973], [0.35478, 1.86736, 3.75195], [2.09812, 1.85098, 1.93330], [1.49452, 0.43690, 1.23382], [3.87533, 0.63414, 1.04450], [3.54848, -0.83579, 1.76874], [3.75127, 0.21919, 3.98295], [6.24981, 0.45213, 2.65812], [5.34595, -1.11573, 2.55617], [5.47886, -1.15615, 4.99405], [5.80134, 0.51903, 5.18368], [8.92804, -2.00235, 4.35118], [7.75303, -1.82342, 2.99023], [7.27851, -2.67371, 4.43616], [0.40821, 6.42917, 7.02990], [-0.13126, 7.14647, 5.94892], [-0.44125, 6.40443, 4.77521], [-1.62755, 5.53308, 4.94256], [-2.87068, 6.28591, 4.87466], [-4.08034, 5.48207, 4.81943], [-4.49132, 5.20983, 3.38413], [-3.42580, 4.45386, 2.84179], [-3.22974, 4.59592, 1.42470], [1.48719, 6.40503, 7.03797], [0.25522, 5.38239, 6.84463], [-0.01816, 6.73800, 7.92995], [0.39140, 5.78418, 4.53371], [-0.49611, 7.14830, 3.96700], [-1.54773, 4.97792, 5.87369], [-1.46845, 4.82838, 4.10112], [-2.90286, 6.95096, 5.61972], [-4.90643, 5.96699, 5.36465], [-3.91704, 4.52956, 5.38390], [-4.45303, 6.17184, 2.88146], [-5.45290, 4.69706, 3.30906], [-3.89513, 3.97327, 0.82171], [-2.20621, 4.21743, 1.24491], [-3.23427, 5.67238, 1.18614], [0.85622, 4.88931, 1.03244], [2.21346, 4.63928, 1.32032], [3.05642, 4.09864, 0.27432], [4.41203, 3.90204, 0.84551], [4.93575, 5.15558, 1.39398], [5.92651, 4.90541, 2.44975], [6.14453, 6.21671, 3.22414], [7.14175, 5.96432, 4.15570], [7.69936, 7.21082, 4.64951], [0.63749, 4.81265, -0.03506], [0.56874, 5.81895, 1.54364], [0.16076, 4.22071, 1.52828], [3.12389, 4.84007, -0.52409], [2.74086, 3.15628, -0.19225], [5.07106, 3.50754, 0.08824], [4.32103, 3.17197, 1.64698], [4.11709, 5.60173, 1.87722], [6.79278, 4.64989, 1.84857], [5.66787, 4.05738, 3.12969], [5.19928, 6.40334, 3.71067], [6.53199, 6.99732, 2.56212], [6.97487, 7.91320, 5.02777], [8.22734, 7.68554, 3.82817], [8.47479, 6.88178, 5.36983], [-9.20626, 3.33910, 1.07542], [-8.13611, 4.17367, 0.61229], [-8.43960, 5.32750, -0.09086], [-7.33004, 5.66966, -1.11677], [-6.95800, 4.52804, -1.87126], [-5.86507, 4.71661, -2.76415], [-5.36672, 3.40300, -3.35783], [-4.98074, 2.59159, -2.30405], [-4.67138, 1.23718, -2.58495], [-9.51142, 2.74925, 0.19947], [-10.11646, 3.88025, 1.36074], [-8.79277, 2.74159, 1.90154], [-8.59537, 6.22115, 0.56483], [-9.37379, 5.13875, -0.66022], [-6.46993, 6.06180, -0.56779], [-7.65976, 6.44097, -1.79751], [-6.76270, 3.75220, -1.30065], [-4.95340, 5.26162, -2.28090], [-6.18957, 5.47023, -3.52578], [-4.52287, 3.57067, -4.01519], [-6.12432, 2.92915, -3.92455], [-4.30411, 0.80073, -1.65088], [-3.95624, 1.15732, -3.35934], [-5.55466, 0.66830, -2.89245]], "atomic_forces_ev_per_a": [[0.6, -0.6, -0.7], [0.0, -0.7, 0.5], [0.6, 1.6, 1.3], [-2.3, 0.4, -1.6], [0.3, 0.0, 0.3], [0.9, -0.5, -1.2], [-0.5, 0.3, -0.1], [0.2, 0.4, 0.1], [-0.2, 0.1, 0.3], [0.6, -0.5, -0.1], [-0.8, -0.5, -0.1], [1.3, -0.3, 0.2], [0.1, 0.4, -0.3], [-0.3, -0.2, 0.2], [-0.1, -0.1, -0.2], [0.7, -0.6, -0.1], [-0.9, 0.8, 1.4], [-1.1, -0.4, -0.2], [0.0, -0.1, -0.4], [0.0, 1.2, 0.0], [-1.2, 1.0, -0.3], [1.8, -2.2, 1.8], [0.3, -0.9, 0.6], [0.7, 0.5, -0.1], [0.3, 0.3, 0.4], [0.4, -0.6, -0.2], [-0.2, -0.9, -0.5], [0.0, -0.6, 1.5], [0.2, 0.6, -1.1], [-0.1, 0.5, -1.1], [-0.2, 0.5, -0.3], [-0.5, 0.2, 0.2], [-0.2, 1.0, -0.1], [-0.1, -0.2, -0.2], [1.6, -0.9, -1.5], [-0.5, 0.5, 0.2], [0.9, -0.5, 0.3], [-0.2, 0.8, -0.9], [1.0, 0.7, 1.3], [0.3, -0.5, -0.2], [-0.3, 0.0, -0.2], [-0.2, -0.3, 0.2], [-0.9, 0.6, 1.4], [0.2, 0.3, 0.6], [-0.5, 0.1, -0.6], [-0.4, -0.5, 0.3], [0.2, -0.7, -0.1], [-0.1, 0.3, -0.7], [-0.9, -0.3, 0.0], [0.0, -0.1, -0.1], [-0.3, 0.6, 0.2], [-1.5, 0.5, -0.9], [0.2, 0.6, 0.2], [0.2, 0.7, -1.9], [0.3, -0.3, -0.7], [-1.0, 0.0, -0.2], [-0.2, 0.2, 0.9], [-0.4, -0.1, 0.5], [0.1, -0.7, -0.9], [1.3, -0.4, 1.3], [-0.1, -0.7, -0.2], [0.3, 0.2, 1.8], [-0.1, 0.8, 1.3], [0.4, 0.2, 0.0], [-0.1, 0.0, -1.2], [0.7, -0.4, 0.6], [0.2, -0.6, -0.6], [-0.4, 0.2, 0.0], [-0.7, -0.2, -0.7], [0.3, 0.0, 0.7], [0.1, 0.4, 0.8], [0.3, -0.4, -0.7], [-1.1, 0.5, 0.6], [0.8, -1.3, 0.7], [-0.8, 0.0, 0.6], [-2.4, 0.2, 1.4], [1.6, 2.2, -2.0], [-0.5, -0.4, 0.2], [0.7, 0.2, 0.6], [0.3, 0.4, -0.6], [-0.4, -0.2, -0.6], [-0.3, -0.7, -0.1], [0.1, 0.0, 0.1], [0.5, 0.0, 0.0], [0.4, 0.1, -0.3], [-0.4, 0.7, 0.2], [0.2, 0.7, -0.5], [0.9, -0.5, 0.1], [0.0, -0.2, -0.6], [0.2, -0.8, -0.2], [0.1, -0.7, 0.5], [0.2, -0.1, 0.2], [0.9, -0.4, -1.8], [-0.2, -0.4, 1.2], [0.2, -0.3, -0.5], [-1.1, 1.0, 2.1], [-0.1, -0.2, 0.6], [0.5, -1.2, -0.3], [0.2, -1.2, 1.8], [-1.0, 0.0, -0.2], [0.4, 0.1, -1.2], [0.2, -0.7, -0.1], [-0.6, -0.4, 0.6], [-0.6, 1.2, 0.3], [-0.2, 0.1, 0.6], [-0.1, -0.1, -0.7], [0.3, 0.1, -1.4], [-0.2, 0.5, -0.4], [1.2, 1.0, -0.8], [0.3, 0.4, 0.2], [-0.1, 0.3, 0.2], [0.8, 0.1, -0.9], [-0.1, 1.1, -0.4], [-0.4, -0.6, 0.8], [-0.1, 0.1, 0.0], [0.0, 0.0, 0.0], [-0.2, 0.6, 0.6], [0.2, -0.2, -0.8], [0.1, 0.3, 0.0], [-1.1, 1.0, 0.6], [0.5, 0.8, 1.1], [0.3, -1.6, -0.4], [0.0, -0.7, -0.2], [0.3, -0.6, -0.1], [1.0, 1.6, 0.4], [0.4, 0.0, -0.1], [-0.8, -0.5, 0.4], [0.5, 0.2, -0.5], [-0.3, 0.1, 0.1], [0.3, 0.0, 0.0], [0.4, 0.9, -0.2], [0.2, -1.9, 0.0], [0.0, -0.4, -0.6], [0.1, 0.7, -0.8], [-1.0, 0.3, 0.2], [-0.3, 0.1, 0.4], [-0.2, 0.2, -0.4], [-0.3, -0.3, 0.3], [0.1, -0.3, 0.1], [-0.2, 0.0, -0.6], [0.0, -1.8, 1.0], [1.4, 1.2, 0.2], [0.0, 0.3, -0.3], [0.5, 1.6, 2.7], [-0.5, 0.8, -1.6], [0.2, -0.7, -0.4], [-0.7, -2.2, -0.5], [0.8, 1.5, 1.7], [0.0, 2.4, -1.0], [-0.8, 0.6, -1.2], [-0.8, 0.0, -0.1], [-0.1, -0.2, 0.2], [0.6, 0.0, -0.1], [-0.1, -0.3, -0.1], [-0.6, -1.0, -0.8], [0.0, -0.7, -0.5], [0.2, 0.1, 0.3], [0.0, 0.0, 0.5], [0.1, 0.5, -0.1], [-0.6, 0.0, -0.1], [0.4, 0.3, -0.3], [0.5, -0.7, 0.2], [0.4, 0.1, 0.5], [-1.1, -1.6, -0.4], [-1.4, 1.4, 0.9], [1.5, -0.1, -0.6], [0.5, -0.9, -0.2], [0.4, -0.8, 0.0], [-1.2, 1.3, 0.5], [0.1, -1.6, -0.7], [0.7, -0.6, 0.4], [-0.5, -1.6, -1.2], [-1.4, 1.2, 2.2], [-0.6, -0.2, -0.5], [-0.3, -0.7, 0.4], [0.2, 0.2, 0.0], [-0.1, 0.6, 0.9], [-0.3, -0.4, -0.6], [0.7, 0.7, -0.1], [-0.7, -0.3, 0.1], [-0.2, 0.2, -0.4], [0.8, 0.5, -1.0], [1.0, 0.7, 0.9], [0.0, -0.6, 0.3], [0.2, 0.3, -0.2], [0.1, 0.1, -0.2], [0.2, 0.2, -1.0], [0.3, 0.3, 0.0], [0.6, -1.3, -2.2], [-0.1, 1.2, 0.1], [0.8, 1.1, 0.8], [-0.1, -0.1, -1.1], [-0.1, -0.3, -0.8], [-0.2, -0.6, 1.0], [1.1, 0.1, 0.4], [-0.1, -0.7, -1.1], [1.0, 0.0, 1.1], [0.7, 0.9, 0.2], [-0.7, -0.9, 0.4], [-0.6, 0.5, 1.5], [1.0, -0.7, -0.2], [-0.5, -0.3, 0.2], [0.1, -0.4, 0.2], [-1.0, 0.1, 0.5], [0.0, 0.3, 0.4], [0.3, 0.1, -0.3], [-0.2, 0.3, -0.6], [-0.7, 0.3, -0.2], [-0.1, 0.1, -0.2], [-0.4, 0.3, 0.0], [-0.4, 0.2, 0.0], [-0.3, -0.4, -0.3], [-0.2, 0.1, 0.3], [0.4, -0.9, -0.2], [-0.7, 0.7, -0.2], [0.1, 0.5, 1.0], [-1.6, 0.4, 1.2], [-0.1, 0.5, -1.0], [0.5, -1.8, -1.0], [0.7, 1.2, 1.4], [1.1, -2.0, -0.4], [0.0, 0.6, 0.0], [0.3, 0.4, -0.8], [0.2, -1.0, 0.1], [-0.2, 0.1, 0.1], [-0.6, 0.1, 0.4], [0.3, -0.2, -0.3], [0.1, -0.5, 0.2], [0.8, -0.5, -0.8], [0.7, -0.2, 0.6], [0.1, 0.6, -0.3], [-0.5, 0.9, 0.2], [-0.8, 0.2, -0.2], [-0.4, 0.0, 0.5], [0.1, 0.3, -0.3], [-0.7, 0.5, -0.1], [0.3, 0.4, -1.0], [0.7, -0.4, 1.1], [-1.0, 0.9, -1.2], [-0.1, -0.3, 1.3], [-0.5, -0.4, -1.1], [1.4, 1.8, -0.3], [0.2, 1.0, 0.1], [0.3, -0.7, 1.4], [-1.1, 0.4, 0.9], [0.0, -0.5, 0.4], [0.4, 0.3, 0.4], [-0.4, 0.1, -0.5], [0.0, -0.6, -0.2], [0.2, 0.3, 0.1], [0.3, 0.3, 0.2], [-0.3, 0.4, -0.1], [0.1, -1.0, 1.1], [-1.1, -0.9, -0.3], [0.3, -0.9, 0.0], [0.4, 0.3, -0.4], [-1.2, -0.5, -0.7], [0.1, 0.1, -0.3], [1.1, -0.1, -0.9], [-0.2, 0.1, 0.0]], "energy_ha": -4698.1225, "homo_energy_ev": -8.16, "multiplicity": 1, "e_lumo_ev": 0.6, "orbital_gap_ev": 8.730}